[1]
Below is a structure of composition C9H7ClF3O5PdS, with properties calculated with wB97M-V/def2-TZVPD.

```
27
C9H7ClF3O5PdS, DFT wB97M-V/def2-TZVPD
Pd 0.112 0.199 0.111
Cl -3.029 -4.542 4.779
S -1.060 2.646 0.296
F -2.042 3.270 2.633
F -3.520 2.812 1.115
F -2.394 1.216 2.044
O -1.397 1.491 -0.610
O -1.199 3.942 -0.248
O -0.191 -2.059 -0.201
O -0.103 -0.361 2.142
O 0.224 2.273 0.937
C -1.869 -3.464 2.621
C -2.142 -3.335 4.001
C -0.842 -2.770 0.542
C -0.705 -1.325 2.669
C -2.342 2.485 1.613
C -1.665 -2.226 4.732
C -1.169 -2.501 1.947
C 2.169 0.382 -1.242
C -0.955 -1.258 4.093
H -2.214 -4.352 2.105
H -0.577 -0.387 4.611
H 2.607 1.263 -0.794
H -1.205 -3.736 0.160
H 1.580 0.504 -2.146
H -1.872 -2.160 5.791
H 2.632 -0.579 -1.063
```

The value obtained for the maximum force is 0.7 eV/A. The lowest unoccupied orbital energy (alpha / beta) is -4.7 / -7.2 eV. The calculation puts the energy at -2008.8022 Ha. The HOMO energy (alpha / beta) is -12.96 / -14.70 eV. As for the spin multiplicity: 5. The expectation value of S² is 6.04. Its total charge is +1. As for the molecular weight: 426.084 g/mol. For the HOMO-LUMO gap (alpha / beta), the calculation gives 8.3 / 7.5 eV.

[2]
Below is a structure of composition C12H18MnNO12, with properties calculated with wB97M-V/def2-TZVPD.

```
44
C12H18MnNO12, DFT wB97M-V/def2-TZVPD
Mn 3.544 -3.140 -0.952
O 1.331 4.481 0.712
O 0.649 6.001 -0.849
O -1.243 -1.373 5.026
O 0.861 -1.096 4.716
O 1.886 -1.899 -0.292
O -0.339 3.965 -0.482
O 2.841 -0.417 0.824
O -3.454 -0.836 -5.949
O 0.730 -0.276 0.273
O 0.199 -1.088 6.805
O -2.280 -2.682 -5.418
O -1.393 -0.806 -5.129
N 1.787 -0.855 0.325
C 0.520 4.906 -0.241
C -2.454 -1.424 -5.629
C 1.178 3.081 0.883
C -0.313 -1.602 -4.779
C 0.339 -1.123 3.397
C -0.037 -1.191 -3.303
C -1.124 -1.487 3.601
C -0.875 -2.969 -5.192
C 1.647 2.554 2.165
C -0.070 -1.202 5.621
C -0.259 2.945 0.524
C -1.974 -0.461 2.750
H 0.552 -0.296 -3.103
H -0.413 2.042 -0.067
H -1.025 3.294 1.217
H -1.623 -0.476 1.718
H -0.999 -3.694 -4.387
H 0.456 -2.008 -2.775
H -1.750 0.497 3.219
H -0.878 -1.397 -2.642
H -0.561 -3.411 -6.137
H 0.494 -0.213 2.817
H -1.266 -2.481 3.177
H 0.877 -1.801 2.734
H 1.391 3.252 2.961
H 1.344 1.507 2.191
H -3.054 -0.601 2.798
H 2.712 2.359 2.288
H 0.410 -1.145 -5.455
H 1.637 2.565 0.040
```

The value obtained for the maximum force is 9.0 eV/A. The lowest unoccupied orbital energy (alpha / beta) is -9.8 / -9.7 eV. The calculation puts the energy at -2576.0879 Ha. The HOMO energy (alpha / beta) is -12.02 / -12.02 eV. As for the spin multiplicity: 6. The expectation value of S² is 8.76. Its total charge is +1. As for the molecular weight: 423.209 g/mol. For the HOMO-LUMO gap (alpha / beta), the calculation gives 2.3 / 2.3 eV.

Which value of molecular weight does entry 2 give?
423.209 g/mol

Which of these has the lowest spin multiplicity?
C9H7ClF3O5PdS

What did the second record say?
Below is a structure of composition C12H18MnNO12, with properties calculated with wB97M-V/def2-TZVPD.

```
44
C12H18MnNO12, DFT wB97M-V/def2-TZVPD
Mn 3.544 -3.140 -0.952
O 1.331 4.481 0.712
O 0.649 6.001 -0.849
O -1.243 -1.373 5.026
O 0.861 -1.096 4.716
O 1.886 -1.899 -0.292
O -0.339 3.965 -0.482
O 2.841 -0.417 0.824
O -3.454 -0.836 -5.949
O 0.730 -0.276 0.273
O 0.199 -1.088 6.805
O -2.280 -2.682 -5.418
O -1.393 -0.806 -5.129
N 1.787 -0.855 0.325
C 0.520 4.906 -0.241
C -2.454 -1.424 -5.629
C 1.178 3.081 0.883
C -0.313 -1.602 -4.779
C 0.339 -1.123 3.397
C -0.037 -1.191 -3.303
C -1.124 -1.487 3.601
C -0.875 -2.969 -5.192
C 1.647 2.554 2.165
C -0.070 -1.202 5.621
C -0.259 2.945 0.524
C -1.974 -0.461 2.750
H 0.552 -0.296 -3.103
H -0.413 2.042 -0.067
H -1.025 3.294 1.217
H -1.623 -0.476 1.718
H -0.999 -3.694 -4.387
H 0.456 -2.008 -2.775
H -1.750 0.497 3.219
H -0.878 -1.397 -2.642
H -0.561 -3.411 -6.137
H 0.494 -0.213 2.817
H -1.266 -2.481 3.177
H 0.877 -1.801 2.734
H 1.391 3.252 2.961
H 1.344 1.507 2.191
H -3.054 -0.601 2.798
H 2.712 2.359 2.288
H 0.410 -1.145 -5.455
H 1.637 2.565 0.040
```

The value obtained for the maximum force is 9.0 eV/A. The lowest unoccupied orbital energy (alpha / beta) is -9.8 / -9.7 eV. The calculation puts the energy at -2576.0879 Ha. The HOMO energy (alpha / beta) is -12.02 / -12.02 eV. As for the spin multiplicity: 6. The expectation value of S² is 8.76. Its total charge is +1. As for the molecular weight: 423.209 g/mol. For the HOMO-LUMO gap (alpha / beta), the calculation gives 2.3 / 2.3 eV.